--- A ---
Formula: C2H4Br2
Source: OMol25
Level of theory: ωB97M-V/def2-TZVPD

Output
Kohn-Sham gap: 0.366 Eh

```
! wB97M-V def2-TZVPD RIJCOSX def2/J DEFGRID3
* xyz 0 1
Br 1.12 1.84 0.31
C -0.38 0.49 0.47
C 0.01 -0.66 -0.49
Br 1.97 -1.14 -0.39
H -1.32 0.99 0.26
H -0.42 0.20 1.52
H -0.28 -0.25 -1.45
H -0.70 -1.46 -0.23
*
```

How positive or negative is each atom? The Löwdin charges in e answer that:
1 Br 0.499
2 C -0.604
3 C -0.638
4 Br 0.518
5 H 0.058
6 H 0.051
7 H 0.055
8 H 0.061


--- B ---
Formula: C2H4Br2
Source: OMol25
Level of theory: ωB97M-V/def2-TZVPD

Output
Kohn-Sham gap: 0.381 Eh
structure (SMILES): BrCCBr

```
! wB97M-V def2-TZVPD RIJCOSX def2/J DEFGRID3
* xyz 0 1
Br 1.48 27.95 8.19
C -0.30 27.75 7.39
C -0.79 26.33 7.46
Br -0.34 25.33 9.16
H -0.27 28.18 6.39
H -0.89 28.33 8.10
H -0.25 25.87 6.63
H -1.85 26.19 7.22
*
```

How positive or negative is each atom? The Löwdin charges in e answer that:
1 Br 0.565
2 C -0.670
3 C -0.640
4 Br 0.522
5 H 0.065
6 H 0.044
7 H 0.052
8 H 0.061


Stability check: which of them is most stable? B.


--- A ---
Formula: C2H4NO2
Source: OMol25
Level of theory: ωB97M-V/def2-TZVPD

Output
Kohn-Sham gap: 0.389 Eh
structure (SMILES): C[C@@H]1O[N+]1=O

```
! wB97M-V def2-TZVPD RIJCOSX def2/J DEFGRID3
* xyz 1 1
C -1.09 -0.20 -0.28
C 0.12 0.31 0.34
O 1.18 1.15 -0.25
N 1.43 -0.06 -0.02
O 2.45 -0.78 0.10
H -1.43 -1.03 0.37
H -1.03 -0.57 -1.33
H -1.70 0.64 -0.25
H 0.06 0.54 1.32
*
```

Atomic partial charges in e from the Löwdin method, atoms 1 to 8:
1 C 0.049
2 C -0.096
3 O 0.298
4 N -0.069
5 O 0.303
6 H 0.141
7 H 0.135
8 H 0.092


--- B ---
Formula: C2H4NO2
Source: OMol25
Level of theory: ωB97M-V/def2-TZVPD

Output
Kohn-Sham gap: 0.397 Eh
structure (SMILES): C[C@@H]1O[N+]1=O

```
! wB97M-V def2-TZVPD RIJCOSX def2/J DEFGRID3
* xyz 1 1
C 0.06 0.08 -0.16
C -1.38 0.44 -0.17
O -1.74 1.75 0.49
N -1.93 0.65 1.09
O -2.02 0.40 2.26
H 0.33 0.44 -1.14
H 0.32 -0.99 -0.32
H 0.63 0.45 0.74
H -2.06 0.02 -0.95
*
```

Atomic partial charges in e from the Löwdin method, atoms 1 to 8:
1 C 0.033
2 C -0.070
3 O 0.274
4 N -0.143
5 O 0.322
6 H 0.105
7 H 0.131
8 H 0.142


Stability check: which of them is most stable? B.